[1]
C24H37BrCl14N4 as an isolated structure in a non-equilibrium geometry, computed with ωB97M-V with the def2-TZVPD basis set.

```
80
Properties=species:S:1:pos:R:3:forces:R:3:lowdin_charge:R:1
N 2.172615 -4.239749 0.821427 -2.98 8.88 -8.16 0.105
C 1.859207 -3.300299 -0.036718 2.11 -6.04 5.42 -0.148
C 1.574613 -2.066726 -1.096169 1.14 0.56 1.83 -0.564
Br 1.861926 -2.617821 -3.039778 -0.42 0.19 1.74 0.685
C 0.173852 -1.259820 -0.851689 -1.49 -0.66 1.61 -0.352
C 0.345050 -0.470582 0.611570 2.42 5.70 6.50 -0.074
N 0.611644 0.295734 1.642239 -2.48 -7.51 -9.63 0.121
C -0.188287 -0.125981 -1.983323 0.32 0.04 0.33 -0.221
N -0.675475 1.104009 -1.224853 -0.01 -1.00 -1.79 -0.041
C -1.162191 -2.251381 -0.690194 -3.41 -2.83 0.39 -0.158
C -1.260954 -3.763919 -1.281485 -1.37 0.24 0.70 -0.007
C -2.573744 -4.772598 -1.193363 -0.29 6.03 2.29 0.003
C -3.849453 -4.020631 -0.412806 5.25 1.12 -1.71 -0.101
C -3.542592 -2.514104 0.126705 0.74 -1.32 -0.98 -0.108
N -2.332680 -1.654193 0.018555 0.03 -5.14 -2.24 0.035
H 2.448614 -1.277579 -0.896572 -1.95 -1.91 -0.43 0.128
H -1.023086 -0.575527 -2.689823 1.98 0.69 1.27 0.140
H 0.815298 0.117541 -2.571258 -2.30 -0.38 1.15 0.119
H -1.623050 0.890054 -0.832289 1.11 0.41 -0.65 0.050
H -0.726082 1.889088 -1.920551 -0.29 -1.06 1.08 -0.023
H -0.299202 -4.194133 -1.830831 -2.28 1.01 1.31 0.061
H -2.629246 -5.850017 -1.648309 0.32 2.43 0.98 0.092
H -4.896074 -4.563329 -0.269193 3.86 1.14 -0.99 -0.084
H -4.459319 -2.013799 0.710087 2.47 -1.08 -1.44 0.081
Cl 1.754765 1.688133 5.881971 -0.01 0.06 0.16 0.527
C 2.012859 2.103884 4.169428 0.08 0.00 -0.45 -0.677
C 3.399346 2.674177 3.919288 -0.10 -0.34 -0.20 -0.652
Cl 3.608418 4.282777 4.654133 0.14 0.05 0.18 0.527
H 1.228407 2.805205 3.868476 0.23 -0.11 0.11 0.056
H 1.881691 1.180449 3.596850 0.06 0.23 0.11 0.031
H 3.563593 2.793799 2.843689 -0.17 -0.01 0.18 0.073
H 4.182331 2.017272 4.310907 -0.22 0.18 0.03 0.069
Cl 1.312776 5.760482 2.417521 -0.08 0.04 -0.14 0.529
C 2.711204 6.819689 2.109711 0.23 0.17 0.03 -0.673
C 2.291109 8.212848 1.670646 0.17 0.01 0.31 -0.667
Cl 1.550811 8.213786 0.050998 -0.05 -0.01 -0.04 0.526
H 3.345484 6.335348 1.360785 -0.22 0.12 0.10 0.072
H 3.274829 6.878973 3.045978 -0.14 0.03 -0.14 0.053
H 3.167761 8.866257 1.618327 -0.10 -0.19 -0.01 0.072
H 1.577435 8.658313 2.370777 0.09 -0.20 -0.18 0.071
Cl -0.453513 3.798321 -3.628092 0.06 -0.03 -0.01 0.568
C -2.110012 4.409559 -3.861894 -0.39 0.16 -0.07 -0.648
C -2.800694 4.716352 -2.543187 0.02 0.31 -0.15 -0.648
Cl -3.153222 3.241968 -1.608726 -0.06 0.07 -0.02 0.576
H -2.665923 3.668894 -4.445133 0.14 0.09 0.22 0.072
H -2.028504 5.322334 -4.460210 0.01 -0.12 0.19 0.074
H -3.760075 5.208531 -2.731726 0.18 -0.13 -0.06 0.074
H -2.196646 5.379737 -1.916290 -0.05 -0.23 -0.14 0.074
Cl 4.961566 -8.315553 -4.772859 -0.03 -0.08 0.00 0.539
C 4.891060 -6.553207 -4.525004 0.08 0.05 0.14 -0.713
C 3.645294 -6.129364 -3.764363 0.32 0.08 0.15 -0.670
Cl 2.161321 -6.358049 -4.721874 -0.10 -0.02 0.02 0.520
H 4.948465 -6.070028 -5.505326 0.05 -0.81 0.93 -0.096
H 5.785210 -6.277963 -3.957096 -0.19 -0.03 -0.01 0.078
H 3.703357 -5.063907 -3.520170 0.05 -0.17 -0.11 0.029
H 3.535137 -6.686234 -2.828566 0.02 0.05 -0.26 0.073
Cl -6.308000 -4.118203 0.730137 -2.01 0.37 1.41 0.686
C -7.129443 -4.263332 2.303806 -0.55 -0.07 0.40 -0.598
C -6.890922 -3.051978 3.190304 -0.22 0.00 -0.05 -0.657
Cl -5.201171 -2.943513 3.741918 0.00 0.00 -0.09 0.554
H -6.786548 -5.186216 2.781819 0.05 0.26 -0.14 0.078
H -8.198652 -4.365803 2.093867 0.16 0.09 0.08 0.075
H -7.513233 -3.120152 4.088235 0.09 -0.09 -0.19 0.074
H -7.140622 -2.119394 2.674657 0.11 -0.23 0.04 0.072
Cl 4.503367 -4.612045 -6.785772 -0.25 0.90 -0.73 0.662
C 4.049870 -2.946884 -7.226049 -0.04 0.41 -0.16 -0.615
C 2.619983 -2.617062 -6.830081 0.13 0.15 0.06 -0.666
Cl 1.428109 -3.519287 -7.797928 0.05 -0.02 0.06 0.548
H 4.208222 -2.825244 -8.302115 -0.13 -0.09 0.23 0.073
H 4.743586 -2.281590 -6.702672 -0.17 -0.11 -0.02 0.076
H 2.423787 -1.553299 -6.997752 0.12 -0.18 -0.02 0.076
H 2.433864 -2.833804 -5.773512 0.08 -0.09 -0.28 -0.007
Cl -0.606980 4.819421 10.346582 -0.02 0.04 0.03 0.528
C -1.100452 4.009952 8.838766 -0.06 -0.19 -0.28 -0.667
C -0.661920 4.779359 7.603512 0.18 -0.34 -0.03 -0.674
Cl -1.540957 6.317290 7.420857 -0.01 0.06 0.03 0.528
H -2.186283 3.875586 8.865352 0.24 0.15 -0.01 0.069
H -0.634775 3.019552 8.844806 -0.01 0.21 -0.07 0.070
H -0.867538 4.188654 6.705187 0.00 0.05 0.21 0.068
H 0.409690 5.000972 7.625723 -0.26 -0.02 0.08 0.070
```
Positions in Å, forces in eV/Å.

Properties
Net charge ... 0
HOMO-LUMO gap ... 8.3 eV

[2]
C28H43BrCl2N7O2PSY as an isolated structure in a non-equilibrium geometry, computed with ωB97M-V with the def2-TZVPD basis set.

```
86
Properties=species:S:1:pos:R:3:forces:R:3:lowdin_charge:R:1
Y -0.748418 2.986436 -0.746401 1.28 -0.59 0.42 0.711
Cl -0.918901 5.917401 0.274536 -0.27 0.14 -0.73 0.514
C -0.983295 6.407262 -1.459605 -0.84 -1.22 -0.16 -0.834
Cl 0.087340 5.236536 -2.377266 -0.39 0.66 0.14 0.516
H -0.578675 7.407397 -1.516775 0.04 0.00 -0.29 0.038
H -2.023466 6.255496 -1.889678 1.37 0.35 0.79 0.054
N 1.496124 3.285472 -0.143581 2.71 0.15 0.36 -0.003
C 2.632132 3.376572 0.226063 -2.46 0.28 -0.18 -0.162
C 3.827294 3.484074 0.900575 -0.07 -0.20 -0.71 -0.276
C 3.822125 2.939909 2.198805 -0.78 -0.14 0.40 -0.242
N 3.607213 2.481589 3.233257 0.17 -0.18 0.27 0.143
C 5.080897 3.871120 0.367008 -1.87 -0.48 0.44 -0.242
N 6.161047 4.099561 0.104326 1.96 0.58 -0.78 0.151
C -4.800246 -0.658810 1.988327 -1.14 0.57 0.12 -0.106
C -4.938131 0.511316 2.990891 0.85 0.45 -0.36 -0.203
C -3.847454 1.636594 2.661894 -1.59 -0.61 -0.13 -0.168
N -2.520861 1.086534 2.896882 0.29 -0.98 0.57 0.031
C -1.350791 1.637251 2.693959 0.74 0.14 0.27 -0.761
S -1.145648 3.164902 1.980271 -0.21 0.26 -0.38 0.606
N -0.211089 1.023410 3.171968 -0.76 -0.26 -0.53 0.117
C -0.182670 -0.234939 3.843721 1.05 0.33 0.01 -0.400
O 0.703872 -0.994027 3.563883 0.07 -0.44 -0.24 0.143
C -1.111580 -0.463760 4.954847 -1.71 0.43 1.68 -0.164
C -1.586097 0.614339 5.779501 0.69 0.11 -0.37 -0.019
C -2.378518 0.370029 6.887532 0.38 -1.40 -0.53 -0.054
C -2.778251 -0.944866 7.173102 -0.47 0.01 0.27 -0.056
C -2.434457 -1.991723 6.342647 1.07 1.48 -0.81 -0.049
C -1.559560 -1.760393 5.264839 -0.54 1.45 0.93 0.011
H -5.628705 -1.407717 2.042587 0.78 0.57 0.27 0.090
H -3.837562 -1.144455 2.072290 0.17 -0.27 -0.09 0.053
H -4.901526 -0.178921 1.014262 0.23 -0.33 -0.30 0.070
H -4.772557 0.177252 4.031063 -0.26 0.18 -0.30 0.102
H -5.953449 0.952758 2.888714 0.76 -0.14 0.26 0.118
H -4.017824 2.509680 3.304273 0.16 -0.13 -0.19 0.123
H -3.954514 1.938581 1.600563 0.19 -0.07 0.57 0.106
H -2.471419 0.225082 3.456904 -0.45 0.46 -0.39 0.123
H 0.649957 1.235263 2.654036 -0.39 0.04 0.47 0.141
H -1.263992 1.663494 5.619819 -0.11 -0.85 -0.17 0.134
H -2.639606 1.150701 7.549840 -0.26 0.77 0.47 0.099
H -3.385183 -1.207491 8.050654 0.23 0.52 -0.37 0.121
H -2.821117 -2.946530 6.547714 -0.19 -1.19 0.13 0.096
H -1.216639 -2.562141 4.696048 0.50 -1.24 -1.00 0.101
O -0.231337 0.735032 -1.100296 0.04 0.22 -0.32 -0.308
N 0.117280 1.206725 -2.267037 0.22 0.67 0.02 -0.270
C 3.148580 0.288130 -1.049841 -1.08 -1.57 0.63 -0.048
C 2.409482 -1.102082 -1.147224 0.28 0.07 -0.19 -0.534
C 1.667937 -1.346726 0.198553 0.45 -0.05 -0.84 -0.082
C 3.368975 -2.307997 -1.291006 -1.51 -0.49 -0.78 -0.075
P 1.241357 -1.102679 -2.719834 0.58 1.20 1.01 1.219
N 0.764432 0.544293 -3.096497 -0.07 -0.12 0.75 -0.063
C 2.233168 -1.381867 -4.285978 -0.27 -0.65 -0.42 -0.606
C 3.501577 -0.512103 -4.384533 -0.24 -0.08 -0.09 -0.071
C 1.320988 -1.120985 -5.499301 -1.44 0.58 -0.21 -0.094
C 2.660893 -2.837363 -4.442912 1.17 -0.40 0.63 -0.094
C -0.352720 -2.079586 -2.611052 -0.13 -0.69 0.04 -0.608
C -1.404138 -1.401437 -3.471116 0.01 1.46 -1.18 -0.092
C -0.172712 -3.478722 -3.185168 -0.44 -1.01 0.18 -0.086
C -1.023991 -2.263352 -1.227621 -0.69 1.46 0.56 -0.077
H 3.889736 0.233164 -0.230353 -0.51 0.16 -0.30 0.115
H 2.396906 1.050648 -0.910646 -0.01 0.25 0.57 0.027
H 3.626850 0.543279 -1.945471 0.99 0.23 -1.27 0.041
H 2.419289 -1.294595 1.018565 -0.69 0.17 -0.49 0.114
H 1.215409 -2.331947 0.193875 0.16 -0.20 0.22 0.061
H 0.860453 -0.639640 0.268465 -0.05 0.38 0.61 0.040
H 3.960559 -2.310160 -0.413531 0.68 -0.15 1.00 0.076
H 4.055516 -2.323803 -2.141372 -0.36 0.06 0.00 0.074
H 2.707841 -3.228050 -1.266994 1.07 0.70 -0.17 0.103
H 3.187778 0.516029 -4.386804 0.29 0.67 0.16 0.075
H 4.010404 -0.716126 -5.339697 -0.47 -0.01 0.12 0.105
H 4.263141 -0.727066 -3.630091 -0.37 0.16 0.12 0.077
H 0.952528 -0.074715 -5.626313 0.36 -0.75 0.33 0.097
H 0.430529 -1.802732 -5.519377 0.84 0.63 0.19 0.071
H 1.857917 -1.386499 -6.398799 0.43 0.05 -0.21 0.090
H 2.444584 -3.496619 -3.621229 0.18 -0.12 0.48 0.050
H 3.732837 -2.880038 -4.664306 -0.11 -0.08 0.34 0.100
H 2.210968 -3.296547 -5.276724 -0.78 -0.44 -1.09 0.070
H -1.202502 -1.412042 -4.561916 0.03 -0.01 0.75 0.085
H -1.548532 -0.352579 -3.189326 -0.04 -0.21 -0.05 0.074
H -2.366966 -1.862237 -3.341591 -0.31 -0.50 0.16 0.089
H 0.001290 -3.493129 -4.252919 0.21 0.11 -0.20 0.071
H -1.165774 -3.950052 -3.045042 0.58 -0.08 -0.05 0.107
H 0.586793 -4.113611 -2.698342 -0.36 0.33 -0.02 0.092
H -1.164618 -1.292133 -0.677304 0.18 -0.92 -0.69 0.079
H -0.520722 -2.929788 -0.539183 0.04 -0.35 -0.19 0.070
H -2.053875 -2.626830 -1.464052 0.89 -0.02 0.38 0.102
Br -3.143912 3.208295 -1.652951 -0.73 0.11 -0.31 -0.038
```
Positions in Å, forces in eV/Å.

Properties
Net charge ... +1
HOMO-LUMO gap ... 7.4 eV

[3]
A 2-piece molecular cluster, C3H10N3 overall in a non-equilibrium geometry, computed with ωB97M-V with the def2-TZVPD basis set.

```
16
Properties=species:S:1:pos:R:3:forces:R:3:nbo_charge:R:1
C -0.201133 0.217593 -0.945228 -1.05 0.53 -0.60 0.311
C 0.864654 -0.154083 -0.006429 0.29 -2.33 0.98 0.019
C -1.343121 -1.269526 0.840553 -1.99 -0.25 0.03 -0.422
N -0.524976 -0.218984 0.377321 1.61 2.71 -2.28 -0.400
N -0.617702 1.536073 -1.420244 0.18 -2.17 -0.90 -0.813
N 1.651226 0.753409 0.976827 2.17 0.64 1.61 -0.718
H -0.452829 -1.241860 -2.505939 0.34 1.40 1.75 -0.025
H 1.451617 -1.136903 -0.133384 -0.71 1.79 0.04 0.238
H -0.762994 -2.125302 0.799196 0.83 -2.23 0.18 0.203
H -1.742577 -1.121850 1.847925 0.38 0.25 -0.09 0.230
H -2.233626 -1.422891 0.196432 0.67 0.30 0.11 0.238
H -0.148836 1.742768 -2.336424 -0.40 -0.29 1.17 0.395
H 1.764491 0.279178 1.903766 -0.52 0.02 -0.87 0.446
H 1.276080 1.655066 1.218680 -1.84 0.42 -0.16 0.449
H 2.627015 1.152061 0.868911 -0.59 -1.48 -1.27 0.453
H -1.607291 1.355250 -1.681960 0.63 0.69 0.30 0.395
```
Positions in Å, forces in eV/Å.

Properties
Energy above the lowest of the compared OMol25 structures with the same formula, charge and spin ... 169.68 kcal/mol
Net charge ... +1
HOMO-LUMO gap (spin up / spin down) ... 9.2 / 8.6 eV

Among the records above, which one has the lowest net charge?
C24H37BrCl14N4

Look up the net charge of the third one.
+1

Which value of net charge does entry 3 give?
+1